Computed, not measured: a single C13H17ClN2S molecule, with ωB97M-V with the def2-TZVPD basis set.

Calculated values
Charge = 0
E_tot = -1473.4912 Ha
HOMO-LUMO gap = 8.80 eV
SMILES string = S=C(Nc1ccc(Cl)cc1)NC1CCCCC1
Relative energy (zero: lowest compared OMol25 entry of this formula, charge and spin) = 6.6 kcal/mol
HOMO level = -8.16 eV

Last column: Mulliken charge in e.
CARTESIAN COORDINATES (ANGSTROEM)
H -1.4074 3.1789 1.2376  0.398
Cl 5.8704 0.6238 -0.1419  -0.217
C -2.0861 1.0888 -1.4340  -0.869
H -1.1526 1.1102 -2.0003  0.245
H 5.0338 -1.6034 1.4152  0.403
C -2.7556 0.0798 0.7843  -0.808
N -0.7656 -0.7026 -0.4202  -0.086
H -3.2514 2.5422 -0.3345  0.336
C 4.2243 -1.3174 0.7627  -0.695
H -0.0696 -0.0359 -0.1184  0.240
H 0.8775 -3.3349 0.3284  0.268
H -2.8171 -0.8566 1.3405  0.372
C 4.3797 -0.2510 -0.1107  0.353
H 1.3890 -0.3403 -1.6573  0.637
S -1.6451 -3.1965 -0.2943  -0.405
C 1.9713 -1.6402 -0.0450  0.157
C -1.9671 1.1177 1.5904  -0.698
H -2.6326 1.5491 2.3396  0.414
H -2.9017 1.0593 -2.1569  0.266
C 3.0290 -2.0053 0.7916  -0.497
C -2.1119 -0.1880 -0.5784  -0.466
H -3.7741 0.4278 0.6124  0.382
C -1.3977 2.2310 0.6974  -0.635
H 2.9050 -2.8373 1.4688  0.376
H 3.4931 0.9152 -1.6697  0.405
H -2.6735 -0.9776 -1.0878  0.642
N 0.7928 -2.3748 0.0212  -0.097
C -0.4984 -2.0059 -0.2398  0.171
H -1.1538 0.6287 2.1307  0.253
H -1.8559 3.2148 -1.1685  0.417
H -0.3550 2.0242 0.4401  0.249
C 3.3539 0.1054 -0.9710  -0.799
C -2.2064 2.3594 -0.5886  -0.613
C 2.1589 -0.5886 -0.9438  -0.099

Computed, not measured: a molecular structure, C20H32Ge2IrS2, with ωB97M-V with the def2-TZVPD basis set.

Calculated values
2S+1 = 2
Charge = +2
<S²> = 0.765
E_tot = -5835.2203 Ha
HOMO-LUMO gap (alpha / beta) = 6.55 / 5.79 eV
Relative energy (zero: lowest compared OMol25 entry of this formula, charge and spin) = 0.0 kcal/mol
HOMO level (alpha / beta) = -14.36 / -14.65 eV

Last column: Mulliken charge in e.
CARTESIAN COORDINATES (ANGSTROEM)
H -0.4910 3.2418 -2.7441  0.324
H 2.3149 -5.0603 -2.9673  0.388
H 4.6934 -1.8352 -3.7223  0.446
H 0.1450 2.7164 2.8634  0.425
H -0.9567 -3.2360 2.7845  0.546
H 4.8570 -3.3802 -2.8902  0.342
C -0.2914 1.4072 0.5030  0.936
H -2.9917 -1.8043 3.1589  0.399
Ir 1.5195 -0.7257 -0.1145  0.910
H 2.9368 -1.1980 3.0251  0.386
H 1.5033 -4.0504 -4.1589  0.382
H -3.2186 0.9660 -2.4501  0.281
C -0.8212 2.6711 0.9228  0.864
H -2.8802 5.1151 -0.2416  0.438
H -1.9004 2.9556 -0.9184  0.555
H 0.1236 2.7661 -4.3165  0.403
C -1.6702 3.3755 0.0548  0.023
C -1.0735 4.4328 2.5570  -0.896
H -1.6287 -1.1131 4.0233  0.308
H 0.6192 0.4625 -3.5070  0.388
C 0.4550 1.2725 -2.7921  -0.428
S 0.7624 -2.5691 -1.1238  -0.420
H -1.5169 -2.5294 1.2743  0.324
Ge 0.6586 -1.5044 1.9893  0.058
C -0.3765 2.3960 -3.4220  -1.207
H -1.8935 -1.2190 -2.3285  0.478
H 0.6173 -1.0663 5.0766  0.292
C 1.5484 -4.2942 -3.0961  -1.561
H 2.0828 -2.5912 3.6655  0.447
H -2.1646 -0.3986 2.4977  0.284
C -1.9227 5.1099 1.6820  -0.398
C 1.8803 -3.0779 -2.2888  0.602
H -0.8428 4.8597 3.5230  0.442
H 0.5891 -4.7133 -2.7979  0.474
H 0.7566 0.7705 2.2529  0.173
H -2.3487 6.0587 1.9801  0.426
S 3.3019 -0.9899 -1.4109  -0.162
H 1.4365 1.6377 -2.4867  0.446
Ge -0.4001 0.4575 -1.2396  -0.232
C 1.9764 -1.5298 3.4196  -0.503
C -2.0308 -0.5807 -1.4538  -0.042
H -1.3679 2.0555 -3.7232  0.321
C -1.0937 -2.2927 2.2522  -0.457
H 1.5024 0.3376 4.4602  0.295
C -2.0152 -1.3396 3.0297  -1.128
C 1.5691 -0.7318 4.6641  -1.026
C 0.5353 0.5315 1.1971  -1.193
H -2.1217 -1.2420 -0.5885  0.190
C 4.1453 -2.7150 -3.3898  -1.422
H -4.1574 -0.3396 -1.7477  0.404
C -3.2826 0.2915 -1.5956  -1.234
H 3.7571 -3.2476 -4.2551  0.373
C -2.2225 4.5822 0.4308  -1.205
H -3.4626 0.8897 -0.7014  0.331
C -0.5263 3.2260 2.1836  -0.480
C 3.0597 -2.3482 -2.4381  0.498
H 2.3231 -0.8633 5.4391  0.391

Computed, not measured: 9 unconnected molecules or ions with the total composition C22H28F6NO22, with ωB97M-V with the def2-TZVPD basis set.

Calculated values
Charge = -1
E_tot = -3164.5442 Ha
HOMO-LUMO gap = 6.81 eV
Relative energy (zero: lowest compared OMol25 entry of this formula, charge and spin) = 0.0 kcal/mol
HOMO level = -4.99 eV

Last column: Mulliken charge in e.
CARTESIAN COORDINATES (ANGSTROEM)
H -6.1321 10.1048 2.7291  -0.030
F -13.4693 7.3952 4.5191  -0.348
C -9.4640 2.7938 4.5728  -0.403
C -10.8327 8.5441 1.8695  0.909
O -5.5775 7.8497 3.9006  -0.243
H -9.0289 6.0192 3.3045  0.336
C -7.1123 10.2187 2.2649  -0.125
H -11.8903 9.2124 0.0159  0.304
H -13.3741 5.6306 6.3635  0.391
H -3.0422 8.9580 6.5709  0.184
O -9.9554 9.1542 2.5252  -0.786
C -6.0260 4.6774 6.2978  -0.381
F -7.4979 5.3964 1.0772  -0.395
O -6.3419 7.8709 7.4179  -0.147
O -5.2427 9.8153 4.8894  -0.180
H -7.8136 10.1336 3.0929  0.206
C -6.1329 5.6416 -0.8068  -0.513
O -9.0187 5.4768 7.4907  -0.535
O -6.8202 11.0884 0.2017  -0.419
O -5.6914 6.6737 1.2063  0.032
O -3.5048 8.4326 4.5557  -0.379
H -8.3058 11.8923 1.4117  0.281
H -7.4765 7.1626 0.0825  0.135
H -5.6963 4.2523 5.3461  0.264
C -11.7116 8.3236 6.5044  0.595
H -9.2019 7.2619 4.3311  -0.188
F -5.0915 3.6403 8.2079  -0.331
N -8.5899 6.9216 3.5903  1.504
H -8.5548 3.3690 4.7528  -0.236
C -12.2500 6.8377 4.9211  0.590
C -4.0866 10.5069 5.3577  0.365
O -11.0974 2.6098 2.9254  -0.778
O -4.4117 8.1661 8.5237  -0.547
O -5.9375 9.8018 8.4836  -0.395
H -12.9686 9.1292 1.3921  0.344
C -3.1109 9.3662 5.5610  -0.513
H -7.7730 10.5993 8.1481  0.405
C -6.9953 9.7517 0.0854  0.512
O -7.3652 5.0551 6.1255  0.387
H -11.6508 5.5719 6.5281  0.063
H -2.0818 9.6610 5.3465  0.388
O -11.4407 7.9681 5.2279  -0.165
H -11.8137 6.2773 4.0911  0.197
C -10.4057 3.4199 3.5899  0.201
O -7.2923 9.2194 1.2834  0.031
O -4.7421 5.8141 -0.6303  -0.375
C -5.4726 8.5941 8.2279  0.491
O -11.3362 9.3216 7.0405  -0.605
F -7.9999 8.5865 5.9752  -0.309
H -6.0793 2.5378 7.0065  0.285
C -4.8127 8.6093 4.3842  0.378
O -3.4811 6.7418 1.0091  -0.561
F -3.5902 11.4574 4.5314  -0.339
H -6.6226 10.5535 6.7077  0.057
H -7.6003 6.8177 3.7883  0.071
H -8.3124 8.1908 7.8261  0.371
O -10.9512 7.3109 1.7445  -0.652
O -12.4900 7.4104 7.1073  -0.386
H -6.4131 6.0776 -1.7704  0.261
C -8.0426 4.8285 7.2256  0.306
H -5.3417 5.4960 6.5167  0.043
C -4.5366 6.4377 0.5554  0.539
C -6.8149 6.3512 0.3592  0.667
C -7.5057 8.6339 7.2406  0.223
H -9.2751 1.7417 4.3600  0.425
H -11.8628 10.3791 1.3528  0.350
C -6.1797 3.5693 7.3509  0.386
H -6.4397 4.5985 -0.8929  0.271
C -7.0304 10.0500 7.5783  -0.263
F -6.5310 12.5436 1.9311  -0.312
O -10.4201 4.6708 3.4032  -0.628
C -7.2837 11.5145 1.4533  0.364
C -11.9317 9.3096 1.0996  -1.420
O -6.8173 9.1783 -0.9313  -0.541
H -4.3611 10.9957 6.2942  0.241
H -8.7811 7.5757 2.8104  -0.479
C -12.4822 6.2470 6.2947  -0.297
H -9.9603 2.6835 5.5483  0.225
O -7.4104 3.9236 7.9956  -0.375

Computed, not measured: a molecular structure, C18H26InN2O9S, with ωB97M-V with the def2-TZVPD basis set.

Calculated values
Charge = -1
E_tot = -2076.5405 Ha
HOMO-LUMO gap = 6.19 eV
HOMO level = -3.94 eV

Last column: Mulliken charge in e.
CARTESIAN COORDINATES (ANGSTROEM)
C -0.5064 -7.0439 -0.1582  -0.315
C 0.2017 0.5329 -0.2891  0.011
C 1.2311 -6.4228 -1.4721  0.579
C -3.6722 -1.2575 0.5477  0.226
H 2.5666 3.8270 -3.0299  0.420
C 3.4679 2.6085 -0.5639  -1.071
C -1.1345 2.2361 0.7290  -0.567
H -1.4054 -5.5083 -1.4194  0.131
H 1.5982 4.1814 2.6159  0.060
H 1.2672 4.5249 4.3262  0.301
O -2.7750 -3.2669 -0.0896  -0.268
In 1.2531 -0.2749 -2.0759  0.935
N -0.2434 0.5207 2.1044  -0.639
S -0.2613 0.0977 -4.0621  -0.506
O 2.2489 -6.4933 -2.0765  -0.533
C 1.0249 4.8042 3.3045  -0.096
C 0.2920 0.0091 0.9954  -0.409
O -0.3680 4.6034 3.0500  -0.244
H 2.7369 2.6868 0.2359  0.020
H -0.7010 2.1600 -1.3647  0.469
C 2.8058 2.0931 -1.8237  0.802
H -4.6090 -0.7064 0.5540  0.343
O 0.5286 -7.5050 -1.0349  -0.369
O -1.8550 5.5954 1.6802  -0.542
O 0.1550 6.5329 2.0716  -0.349
H -1.3567 2.1121 2.8357  0.483
H 2.1585 6.5440 2.6147  0.321
C -0.6869 -5.6098 -0.6038  0.050
H 3.8470 3.6196 -0.7274  0.405
N 3.0032 0.9460 -2.2890  -0.658
C -2.9744 -3.2862 1.2466  0.689
H -4.4802 -2.5594 -1.0027  0.239
H 2.7082 -2.4940 -2.6165  0.333
H 1.4052 3.7520 -1.7438  0.226
O -3.6292 -2.1837 1.6491  -0.373
O 0.6162 -5.2806 -1.1030  -0.176
H -2.8449 -0.5641 0.6427  -0.221
H -0.1611 -7.1177 0.8746  0.260
H 0.8815 -0.8862 1.1354  0.451
H -1.7215 3.1393 0.6659  0.552
H 4.2963 1.9822 -0.2641  0.325
C -0.5689 1.6848 -0.4058  0.001
O -2.6279 -4.1766 1.9589  -0.552
H -0.9691 -4.9436 0.2020  0.034
H -2.9796 -1.7258 -1.4710  0.285
C -3.5224 -2.1760 -0.6437  -0.319
H 1.0855 -3.0447 -2.3855  0.256
C 1.1879 6.2857 3.0292  -0.363
H 2.1366 -2.6828 -0.9954  0.270
H 1.2187 2.6602 -3.1484  0.209
C -0.7959 5.5759 2.2129  0.682
H -1.4859 0.2327 -3.5439  -0.015
C 1.8311 -2.3756 -1.9872  -1.555
C -0.9387 1.6464 1.9594  -0.683
H 0.9990 6.8974 3.9139  0.253
H -1.3997 -7.6506 -0.2802  0.308
C 1.9218 3.1439 -2.4845  -1.109

Computed, not measured: a molecular structure, C15H23N8O2S2W, with ωB97M-V with the def2-TZVPD basis set.

Calculated values
2S+1 = 3
Charge = +3
<S²> = 2.012
E_tot = -2036.4955 Ha
HOMO-LUMO gap (alpha / beta) = 7.67 / 7.85 eV
Relative energy (zero: lowest compared OMol25 entry of this formula, charge and spin) = 0.0 kcal/mol
HOMO level (alpha / beta) = -17.04 / -17.66 eV

Last column: Mulliken charge in e.
CARTESIAN COORDINATES (ANGSTROEM)
C 3.8389 -1.6537 -2.2212  -1.147
C -2.2248 -3.1387 2.3849  -0.551
C -1.6264 3.8659 3.2710  -0.718
C -0.7603 0.1799 -2.9278  -0.577
H -2.2219 -1.2684 -2.3106  0.271
H -1.3548 0.6131 -3.7290  0.493
H 1.4921 4.3980 2.0395  0.479
H -4.8612 -2.1329 0.7765  0.409
H 3.4438 -2.6515 -2.0405  0.365
C 2.0647 -1.3751 2.3519  -0.272
H -0.7224 -2.6573 -1.2216  0.320
S 1.3590 1.8497 0.5889  -0.401
C -1.2662 -2.3133 1.8171  0.443
S 3.3918 -0.6088 -0.8593  0.430
H -1.1187 -1.8495 -3.5442  0.489
H -2.7905 2.1105 2.7384  0.473
N 1.9163 -2.3170 3.2723  0.129
N 0.6877 -2.8705 3.2338  -0.589
C -2.8712 -1.3717 0.4819  -0.345
H 3.8511 1.7022 -0.7088  0.268
C -0.4063 4.5067 3.0545  -0.314
C -1.1860 -1.2376 -2.6469  -0.499
C 0.1184 -2.2281 2.2594  0.347
N -0.8897 0.9515 -1.6548  -0.582
H -2.3792 4.2882 3.9209  0.462
H 4.9296 -1.7003 -2.2408  0.519
H -0.1970 5.4536 3.5361  0.445
N -0.9354 2.1432 1.8368  0.250
N 0.9295 -1.2919 1.6664  -0.286
H 3.7791 1.1448 -2.4186  0.375
C 4.1204 0.9154 -1.4095  -0.986
H -3.1452 -0.6453 -0.2694  0.492
N -0.3242 -1.7804 -1.5490  -0.570
H 0.2860 0.2125 -3.2248  0.259
H -1.9507 -3.8432 3.1626  0.510
H 2.5881 -2.6338 3.9616  0.234
H 3.4555 -1.2213 -3.1451  0.375
H -0.4196 1.8493 -1.7608  0.345
O 1.8537 -0.4276 -1.0407  -0.789
C 0.5361 3.9285 2.2260  -0.760
N -1.5865 -1.4473 0.8425  0.432
C -3.8198 -2.1946 1.0680  -0.517
H -1.8695 1.1884 -1.5061  0.298
W 0.0410 -0.1665 0.0687  2.173
C 0.2575 2.7128 1.6155  0.726
H 5.2027 0.7663 -1.3910  0.484
H 2.9521 -0.7792 2.2153  0.580
C -1.8754 2.6752 2.6452  -0.238
N -3.4939 -3.0823 2.0028  -0.426
O -1.2425 0.9705 1.2351  -0.537
H 0.5859 -2.0092 -1.9387  0.232

Computed, not measured: a molecular structure, C10H31CeNOP2, with ωB97M-V with the def2-TZVPD basis set.

Calculated values
Charge = +2
E_tot = -1686.7363 Ha
HOMO-LUMO gap (alpha / beta) = 7.45 / 7.46 eV
Relative energy (zero: lowest compared OMol25 entry of this formula, charge and spin) = 0.0 kcal/mol
HOMO level (alpha / beta) = -14.59 / -14.60 eV

Last column: Mulliken charge in e.
CARTESIAN COORDINATES (ANGSTROEM)
H -3.8750 -2.8210 -0.1335  0.414
C -2.8069 -2.6262 0.0586  -1.297
O 1.1503 -1.9065 -0.6906  -0.331
H 1.5530 -5.4683 0.9557  0.374
H 2.1960 2.9913 -1.3292  0.406
H -2.3720 -1.7195 -2.7965  0.416
H -4.0203 -1.3469 -2.1684  0.402
H 3.9762 -0.0228 0.7116  0.377
H -0.7105 1.4747 -0.3050  0.080
H -3.6507 0.0105 1.3751  0.364
H 4.2720 1.4889 1.6284  0.413
H 1.0137 3.5078 1.2941  0.367
H 1.6304 -4.1461 -2.1589  0.311
H 1.8093 -4.6856 2.5583  0.284
C 1.7747 2.8462 1.7342  -1.216
H 3.3832 1.6785 -1.4791  0.412
H 1.2508 0.0279 -3.0403  0.112
H -3.7551 1.0109 -0.0962  0.367
C 2.0246 -4.6239 1.4786  -0.950
H -2.9051 -0.0280 -2.6971  0.415
C -3.7685 -0.0220 0.2811  -1.213
H 2.7245 3.3891 1.8856  0.413
H 0.5778 -0.3623 -3.2383  0.199
N 1.5268 -3.3611 0.9678  0.132
C -2.9723 -1.0104 -2.2111  -1.408
C 3.5304 0.7123 1.3882  -1.277
H 3.1499 -3.3844 -1.8202  0.313
P 2.0673 1.4440 0.5905  0.896
H -2.5931 -2.7486 1.1269  0.372
H -0.1906 -2.2275 1.5523  -0.026
Ce 0.2578 0.0079 -1.1232  -0.170
H 2.6892 -4.8411 -0.8987  0.431
H 1.3866 2.4720 2.6948  0.365
C 1.6522 -3.0500 -0.3102  0.804
H -4.7111 -0.5275 0.0071  0.416
H 1.3740 -1.4386 1.8889  -0.049
C 2.9116 2.3733 -0.7707  -1.392
H 3.2255 0.1982 2.3040  0.369
H -0.3703 0.3876 0.6213  0.096
H 0.8595 -2.8563 2.8730  0.366
H 3.1069 -4.7130 1.3058  0.372
C 2.3143 -3.9084 -1.3287  -1.168
P -2.3655 -0.9345 -0.4631  0.909
C 0.8475 -2.4053 1.8794  -0.247
H -2.1946 -3.3415 -0.5038  0.376
H 3.6769 3.0050 -0.2928  0.402

One value per record, in order, for F_max: 0.64 1.00 2.65 0.88 0.81 3.19 eV/Å.